This record from the Open Molecules 2025 dataset describes a cluster of 10 separate species, C81H168N7O16 in total in a non-equilibrium geometry. The level of theory is wB97M-V/def2-TZVPD.

Values from the calculation:
maximum force	6.25	eV/A
highest occupied orbital energy (spin up / spin down)	-8.8 / -9.4	eV

Geometry as ORCA input:
```
! wB97M-V def2-TZVPD RIJCOSX def2/J DEFGRID3
* xyz 0 8
C -16.106 19.475 6.243
O -16.540 18.790 5.084
C -15.561 18.156 4.207
C -14.455 19.153 3.676
O -15.112 20.330 3.166
C -15.311 20.264 1.806
C -16.476 21.232 1.401
O -17.768 20.662 1.410
C -18.389 20.579 2.695
H -15.746 20.465 5.965
H -15.194 19.043 6.655
H -16.896 19.532 6.992
H -16.056 17.682 3.360
H -15.043 17.333 4.698
H -13.645 18.761 3.060
H -13.906 19.590 4.510
H -15.706 19.308 1.462
H -14.421 20.478 1.215
H -16.440 21.676 0.406
H -16.476 22.151 1.987
H -17.870 19.795 3.247
H -19.465 20.556 2.524
H -18.277 21.464 3.322
C -26.028 17.014 0.451
O -25.061 17.468 1.420
C -25.751 17.865 2.611
C -25.056 19.067 3.346
O -23.859 18.801 4.044
C -22.705 18.851 3.228
C -21.491 18.206 3.849
O -21.075 18.885 5.047
C -19.859 18.462 5.641
H -25.571 17.183 -0.524
H -27.062 17.356 0.488
H -26.071 15.961 0.731
H -25.823 17.049 3.331
H -26.789 18.197 2.624
H -25.708 19.654 3.994
H -24.975 19.881 2.626
H -22.403 19.865 2.963
H -22.898 18.489 2.218
H -20.647 18.217 3.159
H -21.766 17.158 3.967
H -18.969 18.888 5.176
H -19.705 17.383 5.632
H -19.796 18.755 6.689
C -21.133 23.402 -1.025
O -21.033 22.038 -1.421
C -20.896 21.201 -0.251
C -20.690 19.691 -0.477
O -21.550 19.052 -1.351
C -21.191 17.674 -1.723
C -21.846 16.672 -0.785
O -21.230 16.732 0.514
C -21.703 15.764 1.419
H -22.126 23.556 -0.603
H -21.022 24.014 -1.919
H -20.350 23.784 -0.369
H -21.602 21.378 0.560
H -19.915 21.435 0.163
H -20.678 19.203 0.498
H -19.718 19.660 -0.969
H -20.106 17.579 -1.748
H -21.562 17.495 -2.733
H -21.760 15.672 -1.209
H -22.901 16.947 -0.795
H -21.214 15.883 2.385
H -21.470 14.743 1.114
H -22.740 16.011 1.647
C -18.950 19.871 -9.527
C -19.674 20.323 -8.243
C -21.073 19.784 -8.448
C -21.858 19.443 -7.179
C -21.007 18.600 -6.261
C -19.640 19.256 -5.870
N -18.901 19.711 -7.110
O -17.564 20.303 -6.886
C -19.834 20.294 -4.816
C -18.906 18.071 -5.224
C -19.788 21.870 -8.228
H -19.516 20.079 -10.434
H -18.763 18.800 -9.608
H -17.975 20.357 -9.545
H -21.713 20.425 -9.054
H -21.152 18.839 -8.986
H -22.784 18.942 -7.464
H -22.030 20.407 -6.701
H -20.921 17.573 -6.616
H -21.661 18.551 -5.390
H -20.065 19.927 -3.816
H -18.920 20.866 -4.659
H -20.572 21.017 -5.166
H -18.004 18.404 -4.711
H -19.597 17.586 -4.534
H -18.550 17.382 -5.989
H -19.918 22.166 -7.186
H -20.616 22.231 -8.838
H -18.860 22.328 -8.571
C -20.989 22.187 5.399
C -20.666 23.699 5.170
C -19.357 23.837 5.964
C -18.521 25.044 5.662
C -18.276 25.208 4.162
C -19.566 25.084 3.249
N -20.417 23.975 3.723
O -21.565 23.768 2.840
C -20.303 26.518 3.134
C -19.021 24.662 1.829
C -21.677 24.620 5.874
H -20.588 21.598 4.574
H -22.078 22.188 5.343
H -20.654 21.700 6.315
H -19.534 23.781 7.038
H -18.722 22.962 5.823
H -17.542 24.973 6.137
H -19.014 25.937 6.045
H -17.448 24.630 3.753
H -17.867 26.211 4.040
H -20.514 26.742 4.180
H -19.562 27.196 2.710
H -21.141 26.389 2.450
H -18.056 25.137 1.655
H -18.904 23.580 1.771
H -19.674 25.073 1.059
H -22.164 24.159 6.734
H -22.503 24.673 5.165
H -21.277 25.572 6.222
C -22.240 12.483 -4.886
C -22.065 13.791 -4.087
C -21.726 14.930 -5.145
C -23.022 15.311 -5.867
C -24.057 15.887 -4.822
C -24.438 14.750 -3.782
N -23.265 14.122 -3.204
O -23.408 13.116 -2.142
C -25.122 15.513 -2.663
C -25.527 13.834 -4.390
C -20.789 13.590 -3.296
H -23.168 12.450 -5.458
H -22.244 11.624 -4.215
H -21.461 12.316 -5.630
H -21.175 15.771 -4.724
H -20.977 14.519 -5.821
H -23.498 14.470 -6.373
H -22.788 16.167 -6.499
H -24.970 16.154 -5.354
H -23.611 16.738 -4.307
H -25.597 14.735 -2.065
H -24.387 16.091 -2.104
H -25.864 16.192 -3.082
H -25.100 13.295 -5.235
H -25.704 13.022 -3.685
H -26.413 14.348 -4.764
H -20.624 12.567 -2.956
H -20.717 14.287 -2.461
H -19.938 13.749 -3.958
C -15.348 11.800 -1.562
C -16.263 12.848 -0.821
C -15.693 12.772 0.642
C -16.225 13.939 1.537
C -16.140 15.250 0.904
C -16.674 15.330 -0.561
N -16.116 14.241 -1.444
O -16.531 14.371 -2.858
C -18.209 15.431 -0.583
C -16.185 16.728 -0.991
C -17.658 12.222 -0.882
H -14.349 12.207 -1.718
H -15.769 11.450 -2.505
H -15.199 10.803 -1.148
H -16.021 11.822 1.064
H -14.605 12.721 0.596
H -15.617 13.838 2.436
H -17.214 13.725 1.941
H -15.067 15.363 0.752
H -16.354 16.117 1.529
H -18.714 15.092 -1.488
H -18.625 14.865 0.250
H -18.568 16.454 -0.470
H -16.334 17.439 -0.179
H -15.105 16.735 -1.135
H -16.541 17.139 -1.936
H -18.131 12.145 -1.861
H -18.354 12.733 -0.217
H -17.572 11.185 -0.559
C -15.833 24.541 0.065
C -15.368 24.513 -1.386
C -15.896 23.155 -2.054
C -17.401 23.246 -2.298
C -17.706 24.393 -3.249
C -17.218 25.746 -2.760
N -15.801 25.631 -2.265
O -15.190 26.903 -1.856
C -17.411 26.633 -3.952
C -18.272 26.270 -1.720
C -13.757 24.437 -1.565
H -16.894 24.302 0.137
H -15.741 25.576 0.396
H -15.275 23.906 0.753
H -15.495 22.926 -3.041
H -15.541 22.234 -1.591
H -18.028 23.312 -1.409
H -17.780 22.357 -2.801
H -18.792 24.318 -3.180
H -17.397 24.069 -4.243
H -17.234 27.689 -3.743
H -16.601 26.424 -4.651
H -18.319 26.512 -4.542
H -18.186 27.304 -1.385
H -19.295 26.194 -2.089
H -18.240 25.731 -0.773
H -13.250 25.179 -0.950
H -13.516 24.496 -2.627
H -13.370 23.500 -1.164
C -21.527 27.331 -1.120
C -22.923 27.421 -0.489
C -22.702 28.466 0.694
C -24.002 28.963 1.303
C -24.859 29.546 0.227
C -25.240 28.621 -0.915
N -23.938 27.967 -1.418
O -24.132 27.139 -2.610
C -26.327 27.609 -0.431
C -25.844 29.485 -1.997
C -23.255 25.971 0.069
H -21.124 28.241 -1.565
H -21.418 26.649 -1.963
H -20.810 26.883 -0.433
H -22.092 27.936 1.426
H -22.095 29.321 0.397
H -23.785 29.841 1.910
H -24.625 28.203 1.775
H -24.276 30.402 -0.113
H -25.806 29.953 0.581
H -27.334 28.022 -0.375
H -26.329 26.744 -1.095
H -26.087 27.188 0.546
H -26.312 28.728 -2.625
H -26.494 30.250 -1.573
H -25.099 29.970 -2.629
H -24.148 25.967 0.694
H -22.439 25.510 0.626
H -23.575 25.372 -0.783
C -24.976 23.295 -4.389
C -25.032 21.842 -3.970
C -24.713 21.776 -2.443
C -25.053 20.421 -1.879
C -26.404 19.884 -2.244
C -26.798 19.944 -3.729
N -26.369 21.263 -4.321
O -26.882 21.471 -5.689
C -26.183 18.790 -4.470
C -28.337 19.745 -3.845
C -23.804 21.236 -4.715
H -24.953 23.472 -5.465
H -24.061 23.724 -3.981
H -25.813 23.851 -3.966
H -23.635 21.792 -2.278
H -25.271 22.548 -1.913
H -24.818 20.481 -0.817
H -24.309 19.731 -2.279
H -27.160 20.405 -1.656
H -26.487 18.878 -1.833
H -25.139 18.669 -4.180
H -26.695 17.864 -4.208
H -26.159 18.963 -5.546
H -28.846 20.685 -3.631
H -28.520 19.504 -4.892
H -28.870 19.080 -3.166
H -22.880 21.750 -4.450
H -23.879 21.261 -5.802
H -23.655 20.166 -4.568
*
```